Record 1
Computed, not measured: C33H40InN2O16 as an isolated structure at a distorted geometry, with ωB97M-V/def2-TZVPD.

Structure (XYZ):
```
92
Properties=species:S:1:pos:R:3:forces:R:3:mulliken_charge:R:1
C 2.2620 3.3282 -1.5129 0.34 0.77 0.19 -0.733
C 3.4485 2.3171 -1.1349 -0.42 0.27 -0.06 -0.384
C 3.2455 0.8026 -1.6377 0.75 0.21 0.05 0.676
C 2.6449 0.6469 -3.1162 0.52 -0.46 -0.81 -0.472
C 2.1072 -0.8278 -3.4797 0.19 0.71 -0.38 -1.033
In 0.8001 -1.7988 -1.9141 0.17 -1.29 -1.63 0.751
C -1.1217 -2.7091 -2.7394 -0.41 -0.45 0.53 -0.911
C -2.2205 -2.6468 -1.5417 -0.09 -0.73 -0.12 -0.382
C -3.6430 -2.0408 -1.9740 0.22 0.30 0.35 -0.598
C -3.5825 -0.6221 -2.7300 -0.13 -0.85 -1.24 -0.116
N -4.5876 0.3828 -2.1948 0.56 0.13 1.13 -0.405
C -4.1899 0.9024 -0.8723 3.05 3.08 0.40 0.286
C -4.7449 0.3917 0.5355 -0.17 -0.33 -0.24 -0.550
O -3.3630 1.8742 -0.8312 -3.51 -3.39 -0.04 -0.585
C 2.0296 -3.4310 -0.9449 0.70 -0.02 1.13 -1.058
C 3.0241 -2.7170 0.1437 -1.31 -0.15 0.13 -0.144
C 2.0971 -2.0962 1.3251 -2.23 -1.29 1.46 0.436
O 1.1590 -2.7737 1.8443 3.84 2.82 -2.02 -0.626
O 2.2870 -0.7644 1.8302 0.66 -2.42 -1.32 -0.474
O 0.1489 -0.3030 -0.5277 -1.98 4.37 -3.06 -0.570
C -0.2905 0.7424 -1.3673 0.74 -0.17 -0.73 0.633
N -0.5645 1.6011 -2.1855 1.11 -4.00 3.95 -0.686
H 2.1668 3.4807 -2.6569 -0.01 -0.52 1.92 0.072
H 1.2481 3.0627 -1.0371 1.63 0.19 -1.00 0.189
H 2.5593 4.3676 -1.0971 -0.43 -1.54 -0.58 0.338
H 3.5484 2.3463 0.0207 -0.01 -0.18 -1.85 0.229
H 4.4109 2.7358 -1.5867 -1.23 -0.52 0.64 0.159
H 2.6770 0.2371 -0.8222 0.32 0.71 -1.37 -0.772
H 4.3067 0.3299 -1.6669 -1.65 0.60 0.12 0.380
H 1.8196 1.3867 -3.3857 1.09 -0.94 0.83 0.139
H 3.5231 0.8645 -3.8465 -1.29 -0.05 1.14 0.356
H 1.4747 -0.7612 -4.4487 1.12 -0.11 1.45 0.246
H 2.9857 -1.5354 -3.6797 -1.10 0.91 0.21 0.249
H -1.4781 -2.2184 -3.7120 0.39 -0.75 1.38 0.268
H -0.8724 -3.8222 -2.9299 -0.47 1.75 0.02 0.317
H -2.4214 -3.7416 -1.2145 0.24 1.74 -0.39 0.322
H -1.7735 -2.1338 -0.6041 -1.01 -0.50 -1.53 0.226
H -4.3002 -1.9044 -1.0470 0.85 -0.33 -1.28 0.176
H -4.1660 -2.7917 -2.6587 0.69 0.99 0.94 0.227
H -3.9223 -0.8167 -3.8218 0.59 0.44 1.73 0.278
H -2.5229 -0.1978 -2.8022 -1.39 -0.48 0.45 0.074
H -4.5840 1.2119 -2.8252 0.34 -0.82 0.75 0.327
H -4.8622 -0.7414 0.6250 0.11 1.54 -0.42 0.176
H -5.7890 0.8478 0.7048 1.62 -0.64 -0.31 0.189
H -4.0214 0.7190 1.3654 -1.10 -0.26 -1.48 0.328
H 1.3908 -4.2461 -0.4336 1.18 1.30 -0.71 0.272
H 2.7181 -3.9138 -1.7217 -1.01 0.60 0.95 0.303
H 3.6912 -3.5143 0.6184 -0.67 1.30 -0.40 0.318
H 3.6179 -1.9104 -0.4052 -0.61 -1.04 1.01 0.187
H 3.0987 -0.3737 1.4336 -0.79 -0.46 0.09 0.363
C -6.1588 -0.6180 5.6286 -0.07 0.30 0.32 -0.846
C -6.4048 -0.9850 4.3687 0.72 -1.28 0.01 0.381
C -7.1981 -0.1205 3.4488 -0.42 0.49 -0.44 0.911
O -7.3876 -0.4782 2.2994 0.14 -0.22 0.40 -0.600
C -7.7286 1.1410 3.9772 0.04 -0.22 -0.24 -0.944
C -7.4852 1.5056 5.2376 -0.68 1.15 -0.11 0.417
C -6.6691 0.6542 6.1489 0.48 -0.58 0.38 0.928
O -6.4519 1.0284 7.2895 -0.28 0.22 -0.29 -0.619
O -7.9737 2.6733 5.7429 0.67 -1.12 0.12 -0.574
O -5.9396 -2.1643 3.8726 -0.74 1.25 -0.05 -0.576
H -5.5828 -1.2348 6.3056 0.00 0.03 -0.04 0.412
H -8.3174 1.7507 3.3051 0.04 -0.01 0.02 0.431
H -7.6593 2.7071 6.6678 -0.04 0.03 -0.15 0.344
H -6.2478 -2.1961 2.9454 0.12 -0.04 0.10 0.342
C 3.7301 -6.3256 6.0395 0.00 0.22 0.29 -0.951
C 3.4549 -6.7082 4.7911 0.65 -1.21 0.09 0.466
C 2.6688 -5.8406 3.8676 -0.51 0.65 -0.44 0.806
O 2.4534 -6.2158 2.7283 0.29 -0.32 0.38 -0.610
C 2.1783 -4.5567 4.3808 -0.03 -0.21 -0.24 -0.947
C 2.4510 -4.1759 5.6311 -0.59 1.02 -0.11 0.282
C 3.2599 -5.0311 6.5447 0.32 -0.37 0.33 0.875
O 3.5056 -4.6434 7.6759 -0.19 0.13 -0.25 -0.634
O 2.0000 -2.9870 6.1231 0.66 -1.13 0.17 -0.554
O 3.8826 -7.9088 4.3083 -0.60 1.11 -0.10 -0.582
H 4.3012 -6.9447 6.7186 -0.01 0.02 -0.03 0.400
H 1.5935 -3.9436 3.7061 0.02 0.03 -0.07 0.756
H 2.3296 -2.9448 7.0416 -0.07 0.04 -0.17 0.343
H 3.5577 -7.9476 3.3869 0.04 0.02 0.11 0.356
C 2.9020 6.2716 -4.2014 0.21 -0.18 0.13 -0.699
C 2.5232 7.2275 -5.0524 -1.21 0.03 0.42 0.323
C 3.4791 7.8203 -6.0308 0.52 0.20 -0.40 0.794
O 3.0936 8.6792 -6.8068 -0.20 -0.16 0.28 -0.625
C 4.8653 7.3410 -6.0148 -0.27 0.24 -0.15 -0.901
C 5.2450 6.3876 -5.1616 1.33 -0.03 -0.43 0.259
C 4.2824 5.7757 -4.2021 -0.63 -0.34 0.56 0.998
O 4.6601 4.8948 -3.4503 0.33 0.30 -0.35 -0.568
O 6.5294 5.9343 -5.1334 -1.27 0.03 0.42 -0.586
O 1.2450 7.7004 -5.0622 1.25 0.01 -0.46 -0.563
H 2.2176 5.8313 -3.4878 0.02 -0.02 -0.03 0.468
H 5.5533 7.7917 -6.7176 -0.02 -0.02 0.02 0.407
H 6.5471 5.2495 -4.4355 0.00 0.07 -0.11 0.355
H 1.2252 8.3800 -5.7638 -0.04 -0.12 0.11 0.338
```
Positions in Å, forces in eV/Å.

The LUMO energy comes out at -0.18 eV. Its total energy is -2784.82230 Eh. The charge is -1. The frontier orbital gap comes out at 4.78 eV.

***

Record 2
Computed, not measured: an isolated ion of composition C5H11NO2 and charge +1 at a distorted geometry, with ωB97M-V/def2-TZVPD.

Structure (XYZ):
```
19
Properties=species:S:1:pos:R:3:forces:R:3:nbo_charge:R:1
C -0.1008 -1.0814 -2.3042 -0.16 0.02 -0.74 -0.485
N 0.3702 -0.8717 -0.8954 -3.31 0.28 -2.77 -0.167
C -0.5860 -0.1145 -0.1485 1.00 2.17 -0.31 -0.219
C -0.0929 1.1597 0.4950 3.13 2.07 0.35 -0.421
C 0.8929 1.0066 1.7495 -0.38 6.35 -0.59 -0.070
O 2.1998 1.4596 1.4519 0.16 -0.17 -0.90 -0.683
C -1.3301 -0.8205 0.8860 -3.28 -5.80 -0.75 0.384
O -1.9467 -1.8160 0.4577 1.33 2.31 1.40 -0.410
H -0.4948 -0.1258 -2.7167 0.70 -0.42 0.28 0.249
H 0.6374 -1.5647 -2.9992 -0.40 0.60 1.04 0.271
H -1.0485 -1.7295 -2.3642 1.14 0.41 0.86 0.298
H 0.7190 -1.7242 -0.5479 1.11 -1.07 1.19 0.419
H -1.3138 0.3228 -0.8327 -0.11 -0.56 -0.41 0.278
H 0.3994 1.7576 -0.3734 -0.65 -0.61 1.84 0.248
H -0.9104 1.7423 0.8884 -0.70 0.00 -0.44 0.259
H 0.9845 0.0771 2.0910 -0.27 -4.07 1.65 0.161
H 0.6184 1.7979 2.6362 0.00 -2.32 -2.12 0.222
H 2.4522 1.1081 0.5841 0.26 0.14 0.34 0.457
H -1.4497 -0.5834 1.9424 0.42 0.67 0.08 0.210
```
Positions in Å, forces in eV/Å.

The value obtained for the energy above the lowest of the compared OMol25 structures with the same formula, charge and spin is 81.89 kcal per mole. The LUMO energy (alpha / beta) comes out at -4.57 / -8.75 eV. Its total energy is -401.92461 Eh. Its expectation value of S² is 0.76. The multiplicity is 2. The charge is +1. The frontier orbital gap (alpha / beta) comes out at 9.81 / 5.60 eV.

***

Record 3
Computed, not measured: CH4NOS2 as an isolated structure at a distorted geometry, with ωB97M-V/def2-TZVPD.

Structure (XYZ):
```
9
Properties=species:S:1:pos:R:3:forces:R:3:nbo_charge:R:1
C -0.1670 0.3764 -0.0622 -2.86 1.66 -2.85 0.316
N 0.7676 -0.6389 0.4313 0.31 1.39 1.97 -0.784
O 0.4173 1.1319 -1.0461 1.25 -4.36 2.71 -0.654
S -1.7265 0.6857 0.7397 1.90 0.89 0.32 0.249
S -2.1054 -0.9583 -0.3972 1.56 -0.06 -0.62 -0.145
H 0.0756 -1.1923 1.0294 1.43 0.37 -0.20 0.495
H 1.5377 0.0055 1.0255 -1.87 -2.81 -1.77 0.491
H 1.1322 -1.3132 -0.2933 0.09 1.16 0.69 0.486
H 0.0685 1.9031 -1.4271 -1.80 1.76 -0.26 0.547
```
Positions in Å, forces in eV/Å.

The value obtained for the energy above the lowest of the compared OMol25 structures with the same formula, charge and spin is 60.41 kcal per mole. The LUMO energy (alpha / beta) comes out at -5.61 / -5.61 eV. Its total energy is -966.50536 Eh. The charge is +1. The frontier orbital gap (alpha / beta) comes out at 7.22 / 7.22 eV.

***

Record 4
Computed, not measured: the molecule C3H3ClS at a distorted geometry, with ωB97M-V/def2-TZVPD.

Structure (XYZ):
```
8
Properties=species:S:1:pos:R:3:forces:R:3:nbo_charge:R:1
C -1.6577 -0.9867 -0.6764 2.42 2.96 1.81 -0.196
C -0.8754 -0.2570 -0.0497 -2.85 -3.33 -2.17 -0.058
C 0.0568 0.5783 0.5799 3.89 -0.99 0.49 -0.485
S 1.7175 0.7509 -0.7289 -2.15 0.43 1.27 0.143
Cl 2.9338 -0.6291 0.0473 0.18 -0.35 0.25 -0.150
H -2.4009 -1.1969 -1.3942 -0.36 -0.66 -0.14 0.238
H 0.5918 0.1988 1.5445 -1.20 0.67 -1.79 0.264
H -0.3659 1.5415 0.6776 0.07 1.27 0.26 0.242
```
Positions in Å, forces in eV/Å.

The value obtained for the energy above the lowest of the compared OMol25 structures with the same formula, charge and spin is 40.91 kcal per mole. As for the structure (SMILES): C#CCSCl. The LUMO energy comes out at 0.04 eV. Its total energy is -974.37845 Eh. The frontier orbital gap comes out at 9.07 eV.